Entry 1:
{
  "formula": "C2H3BrO2",
  "method": "the ωB97M-V functional and the def2-TZVPD basis",
  "total_charge": 0,
  "multiplicity": 1,
  "e_above_lowest_kj_mol": 540.7,
  "total_energy_ha": -2802.3076,
  "lumo_energy_ev": -1.8,
  "elements": ["Br", "O", "O", "C", "C", "H", "H", "H"],
  "positions_angstrom": [[-2.54346, -0.29024, -0.14912], [1.52693, -1.40939, -0.03012], [0.19207, -1.97977, -0.25145], [-0.14268, 0.46665, -0.22528], [0.34470, -0.83365, 0.43252], [0.08932, -0.82877, 1.53363], [-0.29380, 0.34143, -1.40867], [-0.16475, 1.42869, 0.21796]],
  "atomic_forces_ev_per_a": [[2.33, 1.01, 0.20], [0.11, 0.43, 0.32], [-0.38, -0.75, -0.64], [-3.17, -3.77, -3.69], [-0.65, 2.18, 1.54], [0.70, -0.36, -1.12], [0.98, 0.70, 2.88], [0.10, 0.58, 0.51]]
}

Entry 2:
{
  "formula": "C2H3BrO2",
  "method": "the ωB97M-V functional and the def2-TZVPD basis",
  "smiles": "O[C@@]1(Br)CO1",
  "total_charge": 0,
  "multiplicity": 1,
  "e_above_lowest_kj_mol": 264.8,
  "total_energy_ha": -2802.4127,
  "lumo_energy_ev": 0.7,
  "elements": ["Br", "O", "O", "C", "C", "H", "H", "H"],
  "positions_angstrom": [[-2.19314, 0.20352, 0.30293], [0.25771, -1.45738, 0.73437], [0.17429, 0.05706, -1.19637], [-0.38572, -0.20814, 0.04111], [0.46000, 0.94460, -0.19397], [0.18610, -2.35557, 0.39008], [0.03340, 1.91309, -0.41488], [1.46735, 0.90282, 0.33673]],
  "atomic_forces_ev_per_a": [[-0.79, -0.71, 0.12], [-1.09, 3.84, -0.09], [-0.51, -1.98, -1.48], [1.93, -3.03, 0.48], [2.41, 0.91, 2.46], [-0.81, 0.57, -0.98], [-0.05, 0.26, 0.68], [-1.08, 0.14, -1.17]]
}

Entry 3:
{
  "formula": "C2H3BrO2",
  "method": "the ωB97M-V functional and the def2-TZVPD basis",
  "total_charge": 0,
  "multiplicity": 3,
  "e_above_lowest_kj_mol": 516.4,
  "total_energy_ha": -2802.1200,
  "lumo_energy_ev": [0.1, -4.2],
  "elements": ["Br", "O", "O", "C", "C", "H", "H", "H"],
  "positions_angstrom": [[0.05647, 2.21631, -0.10764], [-1.80160, -0.21558, 0.33506], [-0.82497, -0.26381, 1.46985], [-0.67666, 0.49620, 0.28843], [0.58908, -0.36605, -0.39869], [0.82090, -0.24540, -1.43640], [1.61116, -0.12306, -0.00551], [0.22563, -1.49860, -0.14510]],
  "atomic_forces_ev_per_a": [[-1.14, 0.49, 0.32], [-8.79, 3.71, -14.29], [12.19, 2.17, 10.68], [-1.67, -5.50, 3.02], [0.78, -4.16, 1.23], [-1.25, 0.51, -0.99], [-1.39, -0.18, 0.78], [1.28, 2.96, -0.76]]
}